Entry 1:
The following is a DFT calculation (ωB97M-V/def2-TZVPD) of 2 unconnected molecules or ions with the total composition C25H33N4 in a non-equilibrium geometry.

Values from the calculation:
Total charge ... +1
Highest occupied orbital energy ... -0.3678 hartree
Orbital gap ... 5.529 eV
E_tot ... -1191.126116 Ha

Each line ends with the Löwdin charge.
Positions of all 62 atoms, in Å:
C  5.817438  2.143410  -1.615122  -0.012
N  4.513218  1.602410  -1.314212  -0.092
C  3.401555  2.390131  -1.382119  0.024
C  2.353414  1.780202  -0.635668  -0.148
C  1.135266  2.304123  -0.142761  0.092
C  -0.194883  1.895113  -0.398450  -0.188
C  -0.545685  0.696709  -1.074329  0.070
C  -1.866667  0.358961  -1.319682  -0.112
C  -2.914929  1.215547  -0.863744  -0.052
N  -4.220721  0.825422  -0.905125  -0.037
C  -4.645697  -0.329880  -1.660859  -0.149
C  -3.623992  -1.445546  -1.588862  -0.152
C  -2.226815  -0.937504  -1.986621  -0.128
C  -5.296399  1.743593  -0.595286  -0.143
C  -4.950254  2.705479  0.523407  -0.155
C  -3.627922  3.399344  0.231650  -0.140
C  -2.564571  2.463062  -0.261063  -0.123
C  -1.247493  2.772595  -0.015396  0.044
C  2.923705  0.543230  -0.087564  -0.121
C  2.647216  -0.052673  1.145802  -0.053
C  3.729883  -0.514802  1.906953  -0.100
C  5.022091  -0.637408  1.365576  -0.061
C  5.221566  -0.357480  0.005516  -0.021
C  4.250062  0.450846  -0.569296  -0.174
H  6.615424  1.410205  -1.496924  0.089
H  5.829928  2.546114  -2.632704  0.099
H  6.050025  2.982350  -0.944423  0.104
H  3.418101  3.374542  -1.843813  0.140
H  1.224989  3.256479  0.394694  0.139
H  0.261230  0.046796  -1.423864  0.137
H  -5.594032  -0.655100  -1.230509  0.128
H  -4.848143  -0.062076  -2.711030  0.145
H  -3.585810  -1.842483  -0.565381  0.125
H  -3.914266  -2.264073  -2.256357  0.124
H  -2.210889  -0.810304  -3.087980  0.136
H  -1.461899  -1.699387  -1.753066  0.112
H  -5.563840  2.315865  -1.499038  0.146
H  -6.158817  1.131318  -0.320691  0.129
H  -5.728610  3.463802  0.609556  0.123
H  -4.891379  2.180968  1.482436  0.127
H  -3.777498  4.188745  -0.527914  0.137
H  -3.256584  3.891693  1.141010  0.126
H  -1.007799  3.713979  0.488929  0.137
H  1.630663  -0.043312  1.533805  0.107
H  3.582605  -0.811871  2.944248  0.107
H  5.862990  -0.906327  2.024255  0.117
H  6.067720  -0.700949  -0.574506  0.111
C  2.219402  -3.185416  1.263157  -0.126
N  1.095353  -2.332587  0.854346  -0.106
N  -0.147620  -2.729740  1.505632  -0.290
C  -0.689616  -3.928464  0.877655  -0.120
C  -0.014230  -2.969857  2.943690  -0.111
H  1.967871  -4.262369  1.156980  0.076
H  3.055447  -2.865097  0.622830  0.085
H  2.430596  -3.069613  2.341850  0.070
H  0.961146  -2.529135  -0.150498  0.105
H  -1.657926  -4.155798  1.339352  0.089
H  -0.783629  -3.763646  -0.200749  0.070
H  -0.026225  -4.805666  1.026739  0.077
H  -1.026946  -2.824913  3.367659  0.089
H  0.271856  -4.033252  3.152031  0.091
H  0.711049  -2.266328  3.385835  0.084

Force components x, y, z for each atom (eV/Å):
C 0.61 0.50 -0.37
N -0.79 -0.43 -0.68
C -1.30 -0.76 1.83
C 2.03 -1.03 -0.67
C -2.18 1.14 -1.12
C 1.77 0.46 0.65
C -0.89 -0.50 -0.56
C 1.15 -0.22 0.21
C -0.72 -0.18 0.53
N 1.44 0.67 -0.33
C -0.03 -0.66 -0.38
C 0.53 -0.16 0.18
C -0.02 -0.49 -0.62
C -0.48 0.53 0.11
C 0.21 0.04 0.13
C -0.04 0.62 -0.13
C 0.67 0.41 0.65
C -0.87 -0.28 0.06
C 0.98 0.82 -0.42
C 0.44 -0.29 1.09
C -0.88 0.36 -0.14
C 0.21 -0.29 -0.97
C 0.48 -0.42 1.40
C -0.90 1.45 -0.08
H -0.32 -0.05 -0.13
H 0.08 -0.25 0.09
H -0.14 -0.25 0.00
H 0.06 -0.37 0.03
H -0.21 -0.07 -0.28
H -0.30 0.08 0.19
H 0.05 -0.06 -0.06
H 0.08 0.10 0.20
H -0.06 0.08 -0.18
H -0.01 0.15 0.18
H 0.05 0.03 0.43
H -0.33 0.32 -0.09
H 0.01 -0.18 0.11
H 0.03 0.15 -0.05
H -0.09 -0.15 0.04
H -0.02 -0.05 -0.15
H -0.03 -0.23 0.28
H -0.16 -0.01 -0.29
H -0.07 -0.35 -0.13
H 0.39 0.10 0.12
H -0.10 0.09 -0.24
H -0.53 -0.41 -0.60
H 0.50 0.53 0.40
C -0.26 -0.52 -0.01
N -0.17 -0.78 0.28
N -0.24 -0.05 -0.63
C 0.26 -0.22 0.21
C -0.26 -0.12 -0.13
H 0.50 0.41 -0.29
H -0.03 -0.51 0.53
H 0.23 0.34 -0.68
H -0.15 0.35 0.71
H 0.12 0.02 -0.30
H -0.28 -0.04 0.15
H -0.31 0.14 -0.06
H 0.64 0.03 0.03
H 0.12 0.75 0.05
H -0.48 -0.31 -0.08



Entry 2:
The following is a DFT calculation (ωB97M-V/def2-TZVPD) of a molecular structure, C25H33O2SV in a non-equilibrium geometry.

Values from the calculation:
Total charge ... -1
Highest occupied orbital energy (alpha / beta) ... -0.0594 / -0.1245 hartree
Orbital gap (alpha / beta) ... 3.684 / 5.455 eV
2S+1 ... 4
E_tot ... -2465.045145 Ha

Each line ends with the Löwdin charge.
Positions of all 62 atoms, in Å:
O  -4.541015  -3.524162  -0.410449  -0.097
C  -4.249276  -4.860189  0.050924  -0.165
C  -5.490684  -5.429167  -0.627042  -0.084
H  -4.235837  -4.918617  1.141704  0.113
H  -3.292506  -5.221996  -0.332273  0.114
C  -5.756184  -3.985190  -1.096766  -0.567
H  -6.244179  -5.834856  0.043364  0.107
H  -5.301366  -6.140087  -1.427246  0.107
C  -6.980101  -3.327894  -0.506048  -0.025
H  -7.020246  -3.483679  0.570359  0.087
H  -7.889419  -3.736940  -0.947632  0.087
H  -6.964624  -2.254735  -0.692842  0.088
C  -5.641605  -3.758175  -2.584933  -0.024
H  -4.740246  -4.224385  -2.978001  0.088
H  -5.595764  -2.692316  -2.805249  0.088
H  -6.502268  -4.177092  -3.107526  0.087
V  1.605528  1.652278  -0.141703  0.500
C  3.126606  2.109208  -1.903297  -0.194
C  3.813872  1.393203  -0.908004  -0.200
C  3.259263  0.093059  -0.858649  -0.225
H  4.596619  1.767058  -0.272143  0.073
C  2.241140  0.015503  -1.824553  -0.204
C  2.138171  1.263453  -2.460097  -0.200
H  1.432290  1.531409  -3.228461  0.091
H  3.315714  3.130431  -2.183049  0.097
H  3.541712  -0.677730  -0.165323  0.080
H  1.613961  -0.840195  -2.009105  0.087
C  1.595863  4.014517  0.195574  -0.180
C  0.854944  3.727326  -0.975156  -0.218
C  -0.284233  2.985360  -0.607634  -0.206
H  1.111238  4.022413  -1.976804  0.091
C  -0.256098  2.838866  0.800799  -0.201
C  0.890804  3.481319  1.288021  -0.237
H  1.222768  3.480750  2.309209  0.056
H  2.534876  4.539280  0.244815  0.099
H  -1.053347  2.637692  -1.275633  0.088
H  -0.955863  2.278598  1.396754  0.093
O  0.144942  -0.020938  0.206208  -0.268
C  -0.959331  -0.244359  -0.697234  -0.188
C  -1.267730  -1.725183  -0.611321  -0.159
H  -0.662559  0.087611  -1.688967  0.113
H  -1.801706  0.364553  -0.364735  0.120
C  -0.873046  -2.050051  0.823475  -0.163
H  -0.646287  -2.284140  -1.311094  0.113
H  -2.309201  -1.941698  -0.837634  0.098
C  0.368649  -1.208098  1.015290  -0.173
H  -0.677986  -3.107421  0.986852  0.108
H  -1.656767  -1.739675  1.514445  0.116
H  1.264376  -1.708454  0.646035  0.119
H  0.556394  -0.879496  2.029800  0.103
S  2.765088  1.172381  2.071388  0.560
C  4.152238  2.367854  2.240470  -0.587
C  3.974340  3.697791  2.682709  -0.121
C  5.059596  4.570613  2.796288  -0.112
C  6.345510  4.135302  2.491715  -0.134
C  6.551459  2.813119  2.091321  -0.108
C  5.465351  1.932420  1.980453  -0.153
H  3.025136  4.097014  2.957170  0.074
H  4.899006  5.591110  3.125552  0.090
H  7.181579  4.817706  2.577806  0.081
H  7.552773  2.473068  1.867744  0.086
H  5.647669  0.914653  1.670362  0.091

Force components x, y, z for each atom (eV/Å):
O -0.25 -0.19 -0.12
C 0.14 0.13 0.06
C -0.12 -0.07 -0.06
H -0.01 0.04 -0.01
H 0.00 0.04 -0.01
C 0.30 0.03 0.18
H -0.04 -0.01 0.04
H 0.02 -0.03 -0.05
C -0.06 0.06 0.04
H 0.03 -0.02 0.07
H -0.03 -0.05 -0.05
H 0.04 0.06 -0.02
C 0.02 0.03 -0.08
H 0.07 -0.03 0.00
H 0.01 0.07 0.02
H -0.07 -0.04 0.00
V 2.13 0.60 1.42
C 0.16 -0.34 -0.60
C -0.04 -0.15 -0.34
C -0.02 -0.18 -0.47
H 0.00 0.06 -0.09
C 0.14 -0.57 0.01
C 0.31 0.42 -0.59
H -0.06 0.04 -0.11
H -0.02 0.13 0.02
H 0.02 -0.09 0.11
H -0.07 -0.16 -0.06
C -0.24 0.03 -0.24
C -0.63 0.85 -0.12
C -0.08 0.48 -0.13
H 0.06 -0.01 -0.11
C -0.38 0.10 0.22
C -0.37 0.34 0.00
H -0.10 -0.06 0.01
H 0.12 0.02 -0.01
H -0.10 -0.06 -0.09
H -0.12 -0.04 0.08
O -0.87 -1.25 0.22
C 0.28 0.05 0.30
C -0.12 -0.05 -0.09
H 0.08 0.03 -0.09
H -0.07 0.06 0.04
C -0.07 -0.15 0.10
H 0.11 -0.03 -0.04
H -0.10 -0.07 0.03
C 0.03 0.55 -0.47
H 0.00 -0.12 0.02
H -0.08 0.05 0.03
H 0.10 -0.05 -0.07
H 0.00 0.06 0.21
S 0.99 0.49 0.94
C -0.90 -0.66 0.12
C 1.04 -0.20 -0.23
C -0.01 -0.57 -0.17
C 0.02 -0.21 -0.04
C -0.74 0.11 0.18
C 0.27 0.87 0.14
H -0.65 -0.13 0.01
H -0.04 -0.02 0.00
H 0.06 0.00 -0.02
H 0.08 -0.09 -0.03
H -0.15 -0.12 -0.02



Entry 3:
The following is a DFT calculation (ωB97M-V/def2-TZVPD) of a molecular structure, C25H34AsN2O10SSe2Ti in a non-equilibrium geometry.

Values from the calculation:
Total charge ... -1
Highest occupied orbital energy ... -0.1655 hartree
Orbital gap ... 6.967 eV
E_tot ... -10121.455615 Ha

Each line ends with the Löwdin charge.
Positions of all 76 atoms, in Å:
Ti  0.334862  0.260775  0.423103  0.662
C  -0.612577  0.325262  4.321121  0.009
C  -0.905268  0.369411  2.845419  -0.549
O  0.269835  0.695577  2.158533  -0.224
C  -2.035825  1.271081  2.394722  -0.093
C  -2.920711  1.862750  3.286233  -0.031
C  -3.967094  2.655663  2.834276  -0.100
C  -4.121043  2.863194  1.467616  -0.086
C  -3.244582  2.282566  0.566757  0.002
C  -2.206727  1.481770  1.020658  -0.342
O  -1.377467  0.902854  0.133013  -0.306
H  0.243044  -0.332865  4.461622  0.100
H  -1.464230  -0.074251  4.868222  0.091
H  -0.364173  1.323528  4.682856  0.100
H  -2.793045  1.701165  4.349093  0.105
H  -4.650622  3.108908  3.540496  0.091
H  -4.928772  3.485215  1.101231  0.097
H  -3.346165  2.431945  -0.500060  0.120
O  3.184832  2.353646  -2.367660  -0.111
C  3.966664  3.082222  -1.448958  -0.227
C  3.759412  2.797342  0.047544  -0.565
C  4.825590  3.636156  0.779028  -0.234
O  6.179613  3.341354  0.440713  -0.064
C  3.992520  1.346902  0.459782  -0.519
Se  2.782975  -0.102523  0.013231  0.754
C  2.435961  3.317244  0.614575  -0.528
Se  0.750380  2.768931  -0.172200  0.763
H  2.256486  2.439841  -2.076724  -0.017
H  3.825023  4.165780  -1.588500  0.128
H  5.003922  2.861923  -1.704071  0.123
H  4.676812  3.520308  1.858883  0.124
H  4.685929  4.690075  0.531910  0.123
H  6.308196  2.394460  0.557347  0.072
H  4.064525  1.315040  1.549780  0.067
H  4.935903  0.983378  0.045103  0.051
H  2.423574  4.408986  0.564831  0.058
H  2.372532  3.037310  1.669496  0.067
O  -3.774151  -1.992340  2.673981  -0.229
As  -2.472706  -1.790745  1.511429  1.061
O  -1.286357  -1.029617  2.561783  -0.239
O  -3.182189  -1.218333  0.160913  -0.389
C  -1.819817  -3.584258  1.446377  -0.216
C  -2.788150  -4.571508  1.587763  -0.079
C  -2.430487  -5.910125  1.517602  -0.076
C  -1.109621  -6.264266  1.302366  -0.071
C  -0.140239  -5.286138  1.139086  -0.049
C  -0.492718  -3.946033  1.210951  -0.239
S  0.808040  -2.773986  0.908437  0.485
O  1.296595  -2.357186  2.186059  -0.281
O  1.720898  -3.387988  -0.007898  -0.291
O  -0.004605  -1.654394  0.193007  -0.507
H  -4.388082  -1.264500  2.504632  0.050
H  -3.816879  -4.286603  1.758823  0.103
H  -3.187940  -6.675472  1.628457  0.102
H  -0.832315  -7.309122  1.240536  0.104
H  0.889117  -5.547308  0.935845  0.116
C  1.126107  -0.449502  -2.981650  -0.170
C  0.846427  -0.603418  -4.499165  -0.150
N  -0.594679  -0.577372  -4.771252  -0.167
C  -1.234231  -1.628971  -3.974262  -0.151
C  -0.998337  -1.405532  -2.455887  -0.149
N  -0.139029  -0.226214  -2.252604  -0.174
C  -0.828183  0.943720  -2.825158  -0.166
C  -1.113154  0.719521  -4.331679  -0.157
H  1.805688  0.373925  -2.775116  0.070
H  1.582180  -1.349034  -2.565916  0.105
H  1.251222  -1.543964  -4.880214  0.110
H  1.309062  0.209577  -5.063001  0.112
H  -0.819545  -2.587094  -4.295853  0.110
H  -2.301831  -1.634642  -4.206238  0.110
H  -0.504954  -2.264775  -2.006549  0.106
H  -1.929083  -1.237513  -1.912355  0.100
H  -0.204923  1.820731  -2.654002  0.067
H  -1.751891  1.079629  -2.263457  0.106
H  -0.642867  1.495635  -4.939593  0.110
H  -2.186660  0.742268  -4.535225  0.110

Force components x, y, z for each atom (eV/Å):
Ti 1.16 1.55 -1.57
C 0.10 0.20 0.21
C -0.38 -0.24 -0.27
O -0.67 -0.72 0.83
C -0.04 0.03 0.18
C -0.04 0.01 0.00
C 0.03 -0.03 -0.05
C 0.04 -0.02 0.00
C -0.22 0.16 -0.01
C 0.47 -0.24 -0.31
O -0.91 0.18 0.43
H -0.01 -0.01 -0.01
H -0.01 0.03 0.02
H 0.02 -0.01 0.00
H -0.01 0.01 0.00
H 0.00 0.01 0.00
H 0.00 0.00 0.00
H -0.01 -0.01 0.01
O -0.29 0.03 0.10
C -0.01 0.05 0.02
C -0.02 0.01 -0.01
C 0.17 0.02 0.04
O -0.10 -0.02 0.00
C 0.17 0.12 0.13
Se -0.21 -0.46 -0.27
C 0.18 0.01 0.17
Se -0.16 -0.14 -0.47
H 0.14 -0.06 0.04
H -0.04 0.01 -0.04
H 0.03 0.03 0.05
H -0.02 0.02 0.02
H 0.03 0.02 -0.01
H 0.02 0.00 0.03
H 0.11 0.06 0.00
H 0.04 0.06 0.01
H 0.03 0.00 -0.01
H 0.09 0.06 0.01
O -0.18 0.02 0.31
As -0.16 0.36 -0.06
O 0.01 0.04 -0.45
O 0.37 -0.02 0.33
C 0.26 -0.12 0.04
C 0.07 -0.05 0.05
C -0.06 0.01 0.02
C 0.06 -0.06 0.00
C -0.09 0.03 0.07
C -0.28 -0.17 -0.28
S -0.56 0.54 -0.23
O 0.07 0.00 0.10
O -0.04 -0.09 -0.14
O 0.87 -1.31 0.86
H -0.08 -0.08 -0.01
H -0.01 0.00 0.02
H 0.00 0.01 -0.01
H 0.01 0.01 0.01
H 0.00 0.01 -0.03
C -0.08 -0.04 -0.03
C -0.05 0.00 0.05
N 0.03 -0.01 0.05
C 0.02 0.06 0.03
C -0.07 0.04 -0.05
N 0.20 0.19 0.13
C -0.06 -0.05 -0.01
C 0.00 -0.04 0.03
H 0.00 0.01 0.00
H 0.03 0.01 0.02
H 0.00 0.00 0.00
H 0.01 -0.01 -0.01
H -0.01 -0.01 -0.01
H 0.00 0.00 -0.02
H 0.02 -0.01 -0.02
H 0.01 -0.02 0.02
H 0.02 0.01 -0.02
H 0.02 0.03 0.02
H -0.01 0.01 -0.01
H 0.00 0.00 -0.01



Table of energy relative to the best compared isomer or geometry (same formula, charge and spin) (eV), in record order: 1.915, 0.000, 0.000